12 unconnected molecules or ions with the total composition C19H58F3O14S at a distorted geometry, computed with ωB97M-V with the def2-TZVPD basis set.

Cartesian coordinates (Å):
C: 1.73682 0.60281 0.40857
F: 1.62289 -0.19705 1.46404
F: 2.24808 1.78248 0.73127
F: 2.51407 -0.01561 -0.48129
S: 0.05895 0.83750 -0.42080
O: -0.38407 -0.51503 -0.72675
O: -0.73136 1.46257 0.65069
O: 0.26173 1.66614 -1.62640
O: -2.80244 0.01445 2.16297
H: -2.06062 0.36005 1.64729
H: -3.58223 0.20717 1.61999
O: -1.63486 3.77547 -1.62978
H: -0.89428 3.15294 -1.72393
H: -1.97748 3.61509 -0.74361
O: 1.40466 -2.50922 3.52001
H: 1.51786 -1.83367 2.84559
H: 0.47543 -2.75330 3.46677
O: 4.96289 2.36542 -1.37505
H: 4.25543 1.71383 -1.39473
H: 4.58055 3.13577 -1.80538
O: -1.77059 3.88587 1.60232
H: -2.16053 3.70829 2.46344
H: -1.27437 3.08006 1.38956
C: -3.14754 -4.32142 0.30988
C: -1.77929 -4.96606 0.39986
C: -1.41035 -5.83777 -0.75807
O: -0.85945 -3.86729 0.50148
H: -3.35924 -3.87805 1.28305
H: -3.88682 -5.13219 0.23791
H: -3.32501 -3.62450 -0.50491
H: -1.78814 -5.51576 1.34338
H: -1.94528 -6.78785 -0.67496
H: -0.35052 -6.09851 -0.77332
H: -1.61918 -5.35043 -1.71117
H: -0.83073 -3.46029 -0.37598
C: -3.94916 0.87331 -1.18749
C: -4.48421 1.86396 -0.16934
C: -5.54643 2.85478 -0.69677
O: -5.08505 1.05286 0.84552
H: -4.76018 0.37133 -1.71406
H: -3.18190 0.21622 -0.77758
H: -3.36350 1.39388 -1.95439
H: -3.65526 2.41617 0.28273
H: -6.13906 2.31696 -1.44226
H: -4.97143 3.51254 -1.35449
H: -6.15455 3.30835 0.07911
H: -5.76410 1.51471 1.34027
C: 6.54235 0.38590 1.98926
C: 6.19650 -0.23816 3.33385
C: 4.73056 -0.05365 3.65468
O: 6.53960 -1.61631 3.32318
H: 6.57890 1.47546 2.01641
H: 5.75334 0.15230 1.27174
H: 7.48326 0.02906 1.57204
H: 6.71483 0.18540 4.20307
H: 4.02561 -0.44687 2.91497
H: 4.44327 1.00079 3.60959
H: 4.42381 -0.49750 4.60368
H: 6.05508 -2.00949 4.05559
C: 0.45536 0.32682 5.98644
C: -0.02498 1.59131 5.30122
C: 0.25240 1.53215 3.78659
O: -1.42954 1.75669 5.51243
H: 0.07931 -0.58297 5.51830
H: 0.07804 0.28770 7.01121
H: 1.54488 0.37920 6.01990
H: 0.45916 2.47343 5.72093
H: -0.25775 0.73763 3.24406
H: 1.32133 1.46466 3.57797
H: -0.09185 2.50257 3.42405
H: -1.82246 1.01415 5.03550
C: -0.94805 -1.17601 -3.98724
C: -1.96182 -2.13414 -3.34899
C: -2.13085 -3.39861 -4.23962
O: -1.34962 -2.63483 -2.14674
H: -0.95993 -0.19450 -3.50834
H: -1.17410 -0.91954 -5.02584
H: 0.05752 -1.58621 -3.91136
H: -2.89210 -1.67343 -3.02557
H: -1.22464 -3.99420 -4.31269
H: -2.48569 -3.12396 -5.23410
H: -2.93261 -3.96949 -3.76593
H: -0.94412 -1.88642 -1.66611
C: 0.76741 2.17692 -4.99774
C: 2.06810 1.69101 -4.41371
C: 3.23265 2.03154 -5.34531
O: 2.37713 2.39776 -3.22374
H: 0.52901 1.84896 -6.01097
H: 0.76257 3.26977 -4.98046
H: -0.11728 1.90639 -4.41632
H: 2.06592 0.61293 -4.22615
H: 3.50627 3.08335 -5.38568
H: 2.95289 1.73244 -6.36138
H: 4.10058 1.40661 -5.12960
H: 1.63966 2.28643 -2.59627

Atoms 1-3, force components in eV/Å:
-1.30 -0.03 -1.51
0.11 0.35 0.28
0.24 -0.29 0.31

Kohn-Sham gap ... 10.0303 eV
Charge ... -1
Largest force on an atom ... 0.049 Eh/bohr
E ... -2509.9810 hartree

These are the Löwdin partial charges, in e, on atoms 1 to 4:
1 C -0.65
2 F 0.13
3 F 0.16
4 F 0.14